C6H12O in the gas phase, computed with wB97M-V/def2-TZVPD.

Atoms and positions in Å:
C -2.014 -0.092 0.763
C -0.595 -0.670 0.807
C 0.415 0.174 0.058
C 0.623 1.598 0.583
C 1.740 -0.397 -0.409
C 0.627 -0.243 -1.395
O 0.342 -1.567 -1.812
H -2.357 0.080 -0.266
H -2.106 0.857 1.302
H -2.699 -0.805 1.233
H -0.613 -1.638 0.300
H -0.312 -0.837 1.854
H -0.270 2.217 0.711
H 1.071 1.471 1.580
H 1.359 2.179 0.012
H 1.911 -1.443 -0.168
H 2.635 0.220 -0.456
H 0.548 0.538 -2.178
H -0.307 -1.644 -2.518

Values from the calculation:
net charge	0
SMILES string	CC[C@@]1(C)C[C@H]1O
HOMO-LUMO gap	0.369	Ha
maximum force	1.0	eV/Å
ΔE to the lowest compared entry with this formula, charge and spin	1.624	eV
calculated total energy	-8462.72982	eV
HOMO	-9.172	eV

Löwdin atomic charge list, values in e, 5 entries:
1 C -0.0988
2 C -0.2045
3 C -0.4329
4 C -0.0367
5 C -0.0529